Version w
DFT (ωB97M-V with the def2-TZVPD basis set) results for ArH26O13 as an isolated structure.

Element x y z (Å)
Ar (0.150, -0.462, 0.469)
O (1.424, 3.176, 2.736)
H (0.573, 3.002, 2.335)
H (1.800, 3.880, 2.208)
O (2.422, -1.760, -2.663)
H (2.081, -0.867, -2.726)
H (3.077, -1.718, -1.966)
O (4.012, -1.124, -0.482)
H (3.524, -0.455, -0.001)
H (4.603, -0.628, -1.048)
O (1.601, 1.930, -1.431)
H (1.772, 2.445, -2.219)
H (1.084, 1.186, -1.738)
O (-2.638, -1.053, -0.556)
H (-3.039, -1.831, -0.169)
H (-1.701, -1.158, -0.389)
O (-1.022, -2.753, -2.441)
H (-1.828, -2.996, -1.985)
H (-1.011, -3.308, -3.221)
O (-2.170, -0.330, 4.286)
H (-2.436, -1.128, 4.744)
H (-2.506, -0.440, 3.396)
O (-3.107, 1.067, 1.681)
H (-2.711, 0.621, 0.933)
H (-2.734, 1.948, 1.661)
O (-3.682, 1.344, -1.415)
H (-4.587, 1.222, -1.130)
H (-3.205, 0.615, -1.019)
O (-0.606, 2.524, 0.415)
H (0.264, 2.422, 0.029)
H (-0.949, 3.327, 0.023)
O (-0.193, 0.001, -2.738)
H (-0.377, -0.928, -2.600)
H (-0.093, 0.087, -3.686)
O (0.498, -4.090, 1.660)
H (0.775, -3.412, 2.277)
H (1.045, -3.948, 0.887)
O (3.285, 1.043, 1.602)
H (2.720, 1.723, 1.970)
H (3.888, 0.822, 2.312)

The orbital gap comes out at 10.66 eV. For the HOMO energy, the calculation gives -10.60 eV.

=====

Version x
DFT (ωB97M-V with the def2-TZVPD basis set) results for ArH26O13 as an isolated structure.

Element x y z (Å)
Ar (0.432, 0.002, 0.106)
O (-2.709, 0.591, 2.673)
H (-2.659, 0.399, 3.610)
H (-2.357, -0.192, 2.249)
O (-1.347, -2.010, 2.170)
H (-1.998, -2.530, 2.641)
H (-0.544, -2.109, 2.682)
O (-0.507, -3.863, -0.145)
H (-1.317, -4.369, -0.211)
H (-0.698, -3.188, 0.507)
O (-1.316, 2.487, -2.320)
H (-1.754, 1.640, -2.238)
H (-2.005, 3.086, -2.606)
O (3.719, 0.714, -0.857)
H (3.164, 0.217, -1.459)
H (3.848, 0.128, -0.111)
O (2.059, -0.611, -2.896)
H (1.776, 0.301, -2.963)
H (1.246, -1.109, -2.816)
O (3.672, -1.426, 0.948)
H (3.249, -1.189, 1.773)
H (4.592, -1.196, 1.075)
O (-0.197, -2.030, -2.342)
H (-0.273, -2.573, -1.558)
H (-0.394, -2.624, -3.066)
O (-0.672, 2.678, 2.403)
H (-0.720, 3.120, 3.251)
H (-1.301, 1.960, 2.471)
O (0.291, 3.662, 0.123)
H (-0.244, 3.459, -0.644)
H (-0.027, 3.066, 0.802)
O (-2.299, -0.133, -2.718)
H (-1.522, -0.692, -2.705)
H (-2.830, -0.442, -1.984)
O (3.861, 3.039, 1.192)
H (3.614, 2.261, 0.693)
H (3.233, 3.072, 1.913)
O (-2.885, -1.219, -0.246)
H (-2.468, -1.534, 0.556)
H (-3.715, -0.843, 0.047)

The orbital gap comes out at 8.50 eV. For the HOMO energy, the calculation gives -9.53 eV.

=====

Most stable to least stable, the ends of the list are version w and version x.

=====

Version w
DFT (ωB97M-V with the def2-TZVPD basis set) results for a 2-piece molecular cluster, C6H6Si overall.

Element x y z (Å)
C (-3.351, -0.699, 0.497)
C (-0.786, 3.319, -0.164)
C (-2.300, -0.160, 0.200)
C (-0.567, 2.143, 0.044)
C (2.090, -0.489, 0.915)
C (0.849, -0.812, 0.623)
Si (-0.581, 0.314, 0.105)
H (-4.245, -0.907, 0.863)
H (-0.946, 4.343, -0.068)
H (2.797, -1.299, 1.335)
H (2.681, 0.358, 0.696)
H (0.587, -1.748, 0.970)
H (0.912, -0.760, -2.900)

The orbital gap (alpha / beta) comes out at 9.71 / 6.44 eV. For the HOMO energy (alpha / beta), the calculation gives -10.47 / -6.71 eV.

=====

Version x
DFT (ωB97M-V with the def2-TZVPD basis set) results for an isolated molecule of C6H6Si.

Element x y z (Å)
C (1.275, 0.872, -2.791)
C (2.507, -0.354, 1.824)
C (0.691, 0.505, -1.800)
C (1.698, -0.381, 0.933)
C (-2.342, -0.310, 0.918)
C (-1.418, 0.384, 0.354)
Si (0.230, -0.449, -0.254)
H (1.793, 1.463, -3.635)
H (3.285, 0.113, 2.465)
H (-3.302, 0.256, 1.187)
H (-2.466, -1.327, 1.005)
H (-1.767, 1.351, 0.167)
H (-0.185, -2.125, -0.372)

As for the SMILES: C#C[SiH](C#C)C=C. The orbital gap comes out at 10.83 eV. For the HOMO energy, the calculation gives -10.17 eV.

=====

Most stable to least stable, the ends of the list are version x and version w.

=====

Version w
DFT (ωB97M-V with the def2-TZVPD basis set) results for an isolated molecule of C5H4N2O3.

Element x y z (Å)
C (1.470, 0.640, -0.940)
C (0.536, 1.134, 0.124)
C (1.368, -0.660, -1.332)
C (-0.455, 0.388, 0.575)
C (-0.629, -1.052, -0.117)
N (-1.520, -1.872, 0.234)
N (-1.410, 0.888, 1.527)
O (-1.080, 0.637, 2.638)
O (-2.213, 1.682, 1.183)
O (0.324, -1.451, -1.033)
H (2.215, 1.318, -1.264)
H (0.800, 2.139, 0.685)
H (2.014, -1.001, -2.194)
H (-1.422, -2.791, -0.087)

As for the SMILES: [H]/N=c1\occcc1[N+](=O)[O-]. The orbital gap comes out at 9.17 eV. For the HOMO energy, the calculation gives -9.18 eV.

=====

Version x
DFT (ωB97M-V with the def2-TZVPD basis set) results for C5H4N2O3 as an isolated structure.

Element x y z (Å)
O (2.087, -0.821, -2.545)
C (2.266, -0.565, -1.386)
O (1.155, -0.181, -0.635)
C (1.223, -0.019, 0.689)
N (2.300, 0.002, 1.373)
C (3.455, -0.360, 0.711)
C (3.481, -0.666, -0.609)
C (-0.126, 0.168, 1.273)
N (-0.762, -0.228, 2.244)
H (4.350, -0.450, 1.328)
H (4.375, -1.043, -1.102)
O (-0.898, 1.814, 1.322)
H (-0.120, 2.382, 1.276)
H (-1.399, 0.968, 2.405)

The orbital gap comes out at 8.92 eV. For the HOMO energy, the calculation gives -10.04 eV.

=====

Most stable to least stable, the ends of the list are version x and version w.